[1]
A structure of composition C39H53BrN2O2PPtSSb2, computed with wB97M-V/def2-TZVPD.

- highest occupied orbital energy (alpha / beta) (eV) = -10.014 / -10.579
- multiplicity = 3
- energy relative to the best compared isomer or geometry (same formula, charge and spin) (kcal per mole) = 0.0
- charge = +1
- gap between HOMO and LUMO (alpha / beta) (eV) = 7.01 / 6.08

Last column: Mulliken charge in e.
Atoms and positions in Å:
H  0.79  -4.98  1.60  0.515
H  -5.15  0.12  -1.30  0.300
H  -1.43  -0.61  3.99  0.445
H  3.07  -2.04  1.21  0.358
H  1.74  -0.79  4.40  0.811
H  -4.93  -0.68  0.27  0.299
P  -2.19  -0.01  -0.97  -0.171
N  0.14  -7.41  -1.40  -0.333
H  -1.62  -1.70  -3.32  0.301
H  3.96  2.07  -1.70  0.446
C  -3.77  -4.25  0.03  -0.830
H  -5.67  0.92  0.19  0.515
H  -1.67  4.53  0.13  0.313
H  -0.01  8.42  -0.57  0.422
C  -0.83  5.16  -0.13  -0.192
C  5.46  0.20  2.00  -0.456
C  4.20  -0.40  2.06  0.459
H  0.59  -5.07  -2.68  0.501
O  1.55  2.62  -1.03  -0.732
H  6.90  1.48  2.94  0.423
H  4.56  -1.63  -1.95  0.462
Sb  2.76  -0.09  -0.67  0.064
H  3.54  -0.85  -3.17  0.411
C  1.50  5.39  -0.68  -0.355
C  0.10  7.35  -0.50  -0.410
H  -3.87  1.70  1.92  0.563
C  1.33  6.76  -0.73  -0.235
H  -3.57  -2.20  -2.65  0.189
H  -0.27  -0.58  -3.02  -0.178
H  3.27  0.82  5.09  0.426
H  -3.98  2.45  -1.64  0.284
H  -1.68  1.13  3.81  0.458
H  2.01  -1.82  2.99  0.611
H  -1.95  6.98  -0.02  0.436
H  2.26  2.46  2.23  0.319
C  0.71  -4.48  0.65  -0.886
H  -2.16  1.48  1.50  -0.062
H  -1.25  1.83  -4.07  0.579
C  -0.93  0.36  3.95  -1.642
H  -2.63  2.87  -0.56  0.083
H  0.62  3.09  2.48  0.481
Br  2.83  7.86  -1.11  -0.198
C  -2.21  0.36  -2.82  1.632
H  -2.20  2.57  -2.79  0.346
H  -3.40  0.52  -4.59  0.529
H  5.47  1.91  4.92  0.429
C  -3.55  0.97  -0.08  2.790
C  -3.90  -3.79  -1.28  -0.941
C  1.33  2.33  2.78  -1.410
N  0.59  -2.45  -0.60  0.738
H  6.09  0.00  1.15  0.405
C  -2.65  -2.21  0.61  -0.402
H  -4.21  1.16  -3.16  0.343
C  -1.54  1.74  -3.02  -1.917
C  0.41  4.58  -0.39  0.463
H  2.95  -2.29  -2.31  0.364
C  3.88  0.66  4.21  -0.611
O  -0.31  2.39  0.19  -0.351
C  -3.57  0.36  -3.52  -1.789
C  -3.61  2.40  -0.62  -2.167
H  5.20  0.94  -1.08  0.433
H  4.31  2.01  0.04  0.361
C  3.54  -1.38  -2.22  -1.331
C  3.76  -1.25  0.92  -1.459
C  0.57  -3.16  -1.72  -1.050
H  -2.14  -1.60  1.34  0.208
C  -0.98  6.53  -0.20  -0.943
H  -4.39  -4.41  -2.02  0.476
C  3.40  -0.18  3.20  0.529
C  -3.42  -2.54  -1.63  -1.061
H  -3.04  -3.80  1.99  0.476
C  -4.90  0.28  -0.25  -1.649
Pt  0.12  0.05  -0.38  3.893
C  0.79  -6.71  -0.46  -0.128
H  4.61  -1.69  0.42  0.928
H  -3.20  0.08  1.89  0.290
C  -1.27  -0.68  -3.46  -1.204
C  0.57  3.08  -0.43  0.044
C  5.92  1.03  3.01  -0.721
C  -3.15  -3.45  0.97  -1.000
Sb  0.51  0.42  2.35  0.067
C  -3.16  1.05  1.40  -1.540
H  -0.50  -6.98  -2.05  0.202
H  -4.30  2.98  0.01  0.679
S  1.74  -7.43  0.67  -0.321
C  4.24  1.42  -0.87  -1.387
H  1.53  2.39  3.85  0.594
C  5.12  1.27  4.12  -0.762
H  -0.64  1.82  -2.41  0.230
H  0.22  -8.41  -1.40  0.219
C  -2.79  -1.72  -0.69  1.639
C  0.59  -4.55  -1.73  -1.064
H  -1.19  -0.48  -4.53  0.671
H  2.46  4.93  -0.88  0.538
H  -4.16  -5.22  0.31  0.419
C  0.65  -3.10  0.56  -0.526
H  0.55  -2.61  -2.65  0.781
H  -0.39  0.53  4.87  0.631
H  -4.11  -0.58  -3.41  0.227
C  2.06  -0.80  3.36  -1.430
C  0.68  -5.23  -0.52  0.665
H  0.66  -2.50  1.46  0.138

***

[2]
The molecule C7H12OSi, computed with wB97M-V/def2-TZVPD.

- highest occupied orbital energy (eV) = -8.434
- energy relative to the best compared isomer or geometry (same formula, charge and spin) (kcal per mole) = 56.6
- structure (SMILES) = C[Si](C)(C)/C=C\C=C=O
- gap between HOMO and LUMO (eV) = 9.14

Last column: Mulliken charge in e.
Atoms and positions in Å:
H  2.69  -0.72  0.63  0.383
C  -0.41  1.03  1.45  -1.228
H  -0.83  -2.31  -0.59  0.438
H  2.12  -1.64  -0.72  0.267
H  -1.13  1.89  1.33  0.304
H  -0.85  0.45  2.27  0.378
C  -1.19  -1.32  -0.50  -0.826
C  -3.24  0.28  -0.13  -0.645
C  0.80  0.93  -1.71  -1.108
C  1.79  -1.17  0.31  -1.138
Si  0.21  -0.05  -0.04  0.524
H  0.50  1.99  -1.62  0.321
O  -5.55  -0.01  0.58  -0.342
H  -3.08  -1.86  -0.42  0.303
H  0.33  0.36  -2.47  0.330
H  1.89  0.77  -1.58  0.293
H  -2.76  1.19  -0.03  0.391
H  1.41  -2.10  0.82  0.309
C  -4.44  0.08  0.29  0.590
C  -2.49  -0.98  -0.34  0.009
H  0.40  1.45  1.83  0.446

***

[3]
The molecule C13H9NO2S2, computed with wB97M-V/def2-TZVPD.

- highest occupied orbital energy (eV) = -8.848
- energy relative to the best compared isomer or geometry (same formula, charge and spin) (kcal per mole) = 0.0
- structure (SMILES) = O=C(OCc1nc2ccccc2s1)c1cccs1
- gap between HOMO and LUMO (eV) = 9.22

Last column: Mulliken charge in e.
Atoms and positions in Å:
H  -5.26  2.04  1.60  0.401
C  3.23  -0.18  0.12  0.767
S  -3.72  0.15  -1.06  -0.068
C  4.50  0.27  0.46  -0.499
O  -0.96  -0.81  1.55  -0.603
N  1.06  0.11  -0.69  -0.489
C  2.26  0.70  -0.40  -0.251
C  -4.64  1.42  0.97  -0.436
H  1.83  2.71  -0.98  0.452
C  -4.90  1.17  -0.34  -0.362
C  -3.47  0.79  1.42  -0.504
H  -0.11  -2.81  0.16  0.379
S  2.56  -1.78  0.25  -0.287
H  5.77  1.97  0.52  0.370
C  3.84  2.48  -0.25  -0.492
H  -3.07  0.85  2.42  0.472
H  5.23  -0.42  0.86  0.382
H  4.10  3.52  -0.38  0.372
C  1.06  -1.13  -0.42  0.691
H  -5.72  1.52  -0.93  0.427
C  -1.63  -0.71  0.55  0.682
C  2.58  2.04  -0.59  -0.512
C  -2.85  0.06  0.43  0.134
H  -0.05  -2.52  -1.60  0.303
C  4.79  1.60  0.27  -0.436
O  -1.33  -1.33  -0.61  -0.287
C  -0.11  -2.04  -0.62  -0.606

***

[4]
The molecule C20H21ClFN3O2, computed with wB97M-V/def2-TZVPD.

- highest occupied orbital energy (eV) = -8.036
- energy relative to the best compared isomer or geometry (same formula, charge and spin) (kcal per mole) = 21.3
- structure (SMILES) = O=C(CN1CCN(CC(=O)c2ccc(F)cc2)CC1)Nc1ccccc1Cl
- gap between HOMO and LUMO (eV) = 8.22

Last column: Mulliken charge in e.
Atoms and positions in Å:
N  -3.54  -0.99  -1.16  0.245
C  -1.42  -0.03  -2.05  -0.123
H  -4.27  0.88  -0.79  0.385
C  4.47  3.32  -0.15  0.356
C  2.44  -2.04  2.52  -0.607
N  -1.62  1.17  -1.24  0.016
H  2.97  0.41  0.65  0.482
C  2.18  3.37  -0.79  -0.274
C  -0.13  -2.24  1.44  -0.151
C  -3.31  -2.30  -0.59  -1.329
H  3.06  -3.15  0.80  0.384
Cl  -1.23  -0.84  3.49  -0.250
H  0.80  -3.32  -0.15  0.520
C  -3.62  0.16  -0.28  -1.339
H  -0.96  0.27  -2.99  0.485
H  1.51  -0.95  4.12  0.417
H  -2.47  1.78  0.55  0.501
C  -2.28  0.84  0.01  0.294
H  -3.91  -2.39  0.32  0.431
H  -3.68  -3.03  -1.32  0.404
H  -0.70  2.88  -0.56  0.494
C  0.10  -1.58  2.65  0.841
H  3.43  -1.96  2.94  0.429
C  0.96  -2.81  0.79  -0.349
F  5.67  3.93  -0.09  -0.322
H  -0.76  -0.76  -1.56  0.062
C  3.41  3.99  -0.71  -0.822
C  4.35  2.03  0.35  -0.547
H  -3.38  0.04  -2.93  0.396
H  5.20  1.53  0.78  0.458
C  2.02  2.07  -0.30  0.260
H  -2.64  -1.58  -2.93  0.430
C  1.37  -1.48  3.19  -0.594
H  -0.08  2.24  -2.09  0.499
H  1.35  3.90  -1.22  0.355
H  -2.10  -1.80  1.53  0.260
C  0.73  1.32  -0.34  0.860
C  -2.78  -0.67  -2.35  -1.239
N  -1.42  -2.27  0.93  -0.045
H  -1.65  0.21  0.65  -0.196
H  -4.10  -0.13  0.66  0.446
C  -1.85  -2.67  -0.30  0.797
C  3.11  1.42  0.27  -0.322
C  2.23  -2.71  1.33  -0.730
H  3.55  5.00  -1.09  0.441
O  0.63  0.24  0.21  -0.347
O  -1.17  -3.26  -1.11  -0.631
C  -0.43  1.96  -1.09  -1.735

***

What did the third record say?
The molecule C13H9NO2S2, computed with wB97M-V/def2-TZVPD.

- highest occupied orbital energy (eV) = -8.848
- energy relative to the best compared isomer or geometry (same formula, charge and spin) (kcal per mole) = 0.0
- structure (SMILES) = O=C(OCc1nc2ccccc2s1)c1cccs1
- gap between HOMO and LUMO (eV) = 9.22

Last column: Mulliken charge in e.
Atoms and positions in Å:
H  -5.26  2.04  1.60  0.401
C  3.23  -0.18  0.12  0.767
S  -3.72  0.15  -1.06  -0.068
C  4.50  0.27  0.46  -0.499
O  -0.96  -0.81  1.55  -0.603
N  1.06  0.11  -0.69  -0.489
C  2.26  0.70  -0.40  -0.251
C  -4.64  1.42  0.97  -0.436
H  1.83  2.71  -0.98  0.452
C  -4.90  1.17  -0.34  -0.362
C  -3.47  0.79  1.42  -0.504
H  -0.11  -2.81  0.16  0.379
S  2.56  -1.78  0.25  -0.287
H  5.77  1.97  0.52  0.370
C  3.84  2.48  -0.25  -0.492
H  -3.07  0.85  2.42  0.472
H  5.23  -0.42  0.86  0.382
H  4.10  3.52  -0.38  0.372
C  1.06  -1.13  -0.42  0.691
H  -5.72  1.52  -0.93  0.427
C  -1.63  -0.71  0.55  0.682
C  2.58  2.04  -0.59  -0.512
C  -2.85  0.06  0.43  0.134
H  -0.05  -2.52  -1.60  0.303
C  4.79  1.60  0.27  -0.436
O  -1.33  -1.33  -0.61  -0.287
C  -0.11  -2.04  -0.62  -0.606

***

- Among the records above, which one has the highest energy relative to the best compared isomer or geometry (same formula, charge and spin)?
  C7H12OSi

***

- Which formula does entry 1 have?
  C39H53BrN2O2PPtSSb2